Record 1
The following is a DFT calculation (the ωB97M-V functional and the def2-TZVPD basis) of a structure of composition C30H34N4O5STc at a distorted geometry.

Positions of all 75 atoms, in Å:
1 Tc -0.24456 -0.06533 -0.00762
2 C 2.20447 1.69052 -1.24560
3 O 1.71293 0.99284 -0.10874
4 C 1.92239 1.71721 1.10348
5 C 1.71824 0.74753 2.26249
6 O 0.42851 0.14548 2.20230
7 C -0.47745 0.41892 3.27061
8 C -1.41178 1.58133 2.94003
9 O -2.03272 1.28315 1.70401
10 C -3.19439 2.06026 1.45570
11 H 3.27810 1.86247 -1.13913
12 H 1.68936 2.64670 -1.36371
13 H 2.02564 1.06157 -2.11526
14 H 1.21473 2.55642 1.15140
15 H 2.94338 2.11203 1.13122
16 H 1.87219 1.25601 3.21542
17 H 2.45378 -0.06043 2.17224
18 H 0.06903 0.61085 4.19832
19 H -1.07859 -0.48816 3.38994
20 H -0.85790 2.53040 2.87404
21 H -2.16254 1.67196 3.73550
22 H -3.98281 1.81522 2.17372
23 H -3.52581 1.81109 0.45094
24 H -2.98533 3.13227 1.51782
25 S -1.41359 2.71460 -3.42263
26 C -1.35582 3.65424 -1.98836
27 C -1.08055 2.92394 -0.87086
28 C -0.90465 1.54725 -1.13698
29 C -1.04530 1.30130 -2.50526
30 C -0.86280 -0.04062 -2.94720
31 C -1.13178 -0.54135 -4.22565
32 C -1.03239 -1.89758 -4.45298
33 C -0.63955 -2.72690 -3.40074
34 C -0.35529 -2.16238 -2.17526
35 N -0.45184 -0.84925 -1.92973
36 H -1.52857 4.71185 -2.04250
37 H -1.01758 3.37443 0.10371
38 H -1.45266 0.12926 -5.00614
39 H -1.27449 -2.31811 -5.41458
40 H -0.56345 -3.79374 -3.53027
41 H -0.05128 -2.79367 -1.34863
42 C 2.80276 -2.09376 -0.24231
43 C 3.65493 -1.46189 -1.11891
44 C 4.87377 -0.86914 -0.67382
45 C 5.74091 -0.28335 -1.55385
46 C 5.43027 -0.23666 -2.92500
47 C 4.23343 -0.80824 -3.39192
48 C 3.36747 -1.39759 -2.51611
49 C 6.31080 0.39349 -3.82626
50 N 7.01158 0.93537 -4.55326
51 H 3.05762 -2.20825 0.79612
52 H 1.95092 -2.63553 -0.60893
53 H 5.12705 -0.92729 0.37385
54 H 6.66880 0.14540 -1.20991
55 H 4.01016 -0.77372 -4.44860
56 H 2.45656 -1.85253 -2.87936
57 O -5.92225 -1.86251 -4.09146
58 C -5.69275 -3.04153 -3.39937
59 N -4.66408 -2.84495 -2.38217
60 C -4.94269 -2.85451 -1.06130
61 O -6.01956 -3.09455 -0.58022
62 C -3.71798 -2.63053 -0.19907
63 C -3.39467 -3.59969 0.74916
64 C -2.24722 -3.42301 1.50583
65 C -1.46988 -2.30373 1.27976
66 N -1.77489 -1.36344 0.37512
67 C -2.89880 -1.52126 -0.33457
68 H -6.58214 -1.32524 -3.63796
69 H -5.32971 -3.78182 -4.11790
70 H -6.57734 -3.42422 -2.88326
71 H -3.75732 -2.55757 -2.71554
72 H -4.02432 -4.46658 0.87205
73 H -1.94983 -4.14719 2.24784
74 H -0.54931 -2.16657 1.83405
75 H -3.13608 -0.72794 -1.03265

As for the total charge: +2. The value obtained for the gap between HOMO and LUMO (spin up / spin down) is 3.79 / 5.02 eV. For the LUMO energy (spin up / spin down), the calculation gives -0.323 / -0.304 hartree. As for the spin multiplicity: 2.

Okay, here come the Löwdin numbers, in e, for every atom: atom 1 (Tc): 1.36, atom 2 (C): -0.05, atom 3 (O): -0.34, atom 4 (C): -0.15, atom 5 (C): -0.14, atom 6 (O): -0.26, atom 7 (C): -0.14, atom 8 (C): -0.17, atom 9 (O): -0.26, atom 10 (C): -0.08, atom 11 (H): 0.10, atom 12 (H): 0.11, atom 13 (H): 0.09, atom 14 (H): 0.14, atom 15 (H): 0.15, atom 16 (H): 0.15, atom 17 (H): 0.13, atom 18 (H): 0.14, atom 19 (H): 0.13, atom 20 (H): 0.14, atom 21 (H): 0.14, atom 22 (H): 0.10, atom 23 (H): 0.09, atom 24 (H): 0.10, atom 25 (S): 1.09, atom 26 (C): -0.37, atom 27 (C): -0.22, atom 28 (C): -0.27, atom 29 (C): -0.53, atom 30 (C): -0.28, atom 31 (C): 0.01, atom 32 (C): -0.03, atom 33 (C): -0.05, atom 34 (C): -0.16, atom 35 (N): -0.07, atom 36 (H): 0.08, atom 37 (H): 0.10, atom 38 (H): 0.12, atom 39 (H): 0.12, atom 40 (H): 0.12, atom 41 (H): 0.10, atom 42 (C): 0.20, atom 43 (C): -0.28, atom 44 (C): 0.02, atom 45 (C): 0.02, atom 46 (C): -0.16, atom 47 (C): 0.02, atom 48 (C): 0.01, atom 49 (C): -0.14, atom 50 (N): 0.24, atom 51 (H): 0.09, atom 52 (H): 0.05, atom 53 (H): 0.13, atom 54 (H): 0.14, atom 55 (H): 0.14, atom 56 (H): 0.12, atom 57 (O): -0.01, atom 58 (C): -0.24, atom 59 (N): 0.11, atom 60 (C): -0.47, atom 61 (O): 0.12, atom 62 (C): -0.08, atom 63 (C): 0.05, atom 64 (C): -0.01, atom 65 (C): -0.13, atom 66 (N): -0.11, atom 67 (C): -0.05, atom 68 (H): 0.10, atom 69 (H): 0.13, atom 70 (H): 0.14, atom 71 (H): 0.13, atom 72 (H): 0.14, atom 73 (H): 0.12, atom 74 (H): 0.11, atom 75 (H): 0.14

=====

Record 2
The following is a DFT calculation (the ωB97M-V functional and the def2-TZVPD basis) of a cluster of 7 separate species, C30H34N7O13 in total at a distorted geometry.

Positions of all 84 atoms, in Å:
1 N 0.17696 -0.21382 1.63781
2 O 1.18896 -0.52182 2.25881
3 O -0.43104 0.80518 1.88581
4 O -0.23304 -1.14582 0.76781
5 C -4.87504 0.40818 0.65281
6 C -5.79304 0.56718 -0.55919
7 C -5.43904 1.76118 -1.51619
8 C -4.27104 2.68818 -1.15919
9 C -3.19304 2.11018 -0.04719
10 C -3.71504 1.02818 0.88081
11 N -3.89004 3.80818 -2.02519
12 O -3.12104 4.67018 -1.88319
13 O -4.61504 3.75818 -3.09419
14 H -5.06404 -0.36482 1.27481
15 H -6.53504 -0.20482 -0.70319
16 H -5.93804 2.02618 -2.41119
17 H -2.23404 2.67018 0.04081
18 H -2.85704 0.96118 1.65481
19 C 0.18096 5.02218 -0.29819
20 C 1.25496 6.12718 -0.63219
21 C 2.64896 5.89918 -0.07919
22 C 2.96696 4.69018 0.84281
23 C 1.71496 3.66518 1.07881
24 C 0.40896 3.88618 0.48081
25 N 4.20296 4.53018 1.49781
26 O 4.35896 3.45918 2.09581
27 O 4.94896 5.47218 1.31781
28 H -0.73604 5.25718 -0.63719
29 H 0.94196 7.07518 -0.91919
30 H 3.47396 6.61018 -0.43519
31 H 2.19096 2.94018 1.83081
32 H -0.37404 3.16018 0.91881
33 C 2.55496 0.61418 -1.34719
34 C 2.81896 1.40518 -2.52619
35 C 4.04796 2.28818 -2.76619
36 C 5.11496 2.09518 -1.69119
37 C 4.88696 1.37018 -0.41619
38 C 3.62696 0.48418 -0.30519
39 N 6.31996 2.88618 -1.79719
40 O 6.63496 3.40718 -2.94519
41 O 6.98796 3.07318 -0.74919
42 H 1.65396 0.09218 -1.20719
43 H 2.05996 1.23218 -3.31719
44 H 4.32796 2.90118 -3.68619
45 H 5.70696 1.34218 0.35281
46 H 3.64296 -0.21482 0.63081
47 C 3.80896 -4.41082 1.73081
48 C 4.35196 -5.67682 1.08181
49 C 3.48896 -6.31482 -0.04919
50 C 2.03096 -5.73282 -0.20119
51 C 1.62096 -4.39682 0.51281
52 C 2.60096 -3.78882 1.51781
53 N 1.13196 -6.50582 -1.08919
54 O 0.12196 -5.83182 -1.68119
55 O 1.42096 -7.59482 -1.37419
56 H 4.60996 -3.77682 2.32881
57 H 5.34496 -6.04482 1.23481
58 H 3.61396 -7.28782 -0.78219
59 H 0.66096 -3.96382 0.66181
60 H 2.31096 -3.03282 1.87881
61 C -2.77104 -1.85082 3.26981
62 O -3.83704 -1.20782 3.41981
63 N -2.63004 -3.15182 3.72281
64 C -1.50904 -3.97982 3.28281
65 C -3.61404 -3.72882 4.56981
66 H -1.89804 -1.41182 2.70981
67 H -1.32804 -4.69882 4.22981
68 H -0.58204 -3.46882 3.08081
69 H -1.74304 -4.75082 2.45181
70 H -3.64304 -4.79282 4.38181
71 H -4.65004 -3.32482 4.50381
72 H -3.37604 -3.74182 5.81781
73 C -4.18704 -0.73582 -3.31019
74 O -5.03404 -0.20882 -4.05319
75 N -2.94504 -0.23782 -3.02919
76 C -2.09004 -0.71982 -1.92219
77 C -2.47404 0.92218 -3.54819
78 H -4.42304 -1.70682 -2.59319
79 H -2.17404 -0.25782 -1.08719
80 H -0.83504 -0.61282 -2.03419
81 H -2.46304 -1.65982 -1.57419
82 H -1.83504 1.69218 -2.73519
83 H -3.10104 1.47718 -4.05719
84 H -1.70604 0.93418 -4.21419

As for the total charge: -1. The value obtained for the gap between HOMO and LUMO is 7.20 eV. The energy relative to the best compared isomer or geometry (same formula, charge and spin) comes out at 38.0 kcal/mol. For the LUMO energy, the calculation gives 0.027 hartree.

Okay, here come the Löwdin numbers, in e, for every atom: atom 1 (N): -0.60, atom 2 (O): -0.05, atom 3 (O): -0.03, atom 4 (O): -0.15, atom 5 (C): -0.10, atom 6 (C): 0.03, atom 7 (C): 0.04, atom 8 (C): -0.06, atom 9 (C): 0.09, atom 10 (C): -0.10, atom 11 (N): -0.38, atom 12 (O): 0.10, atom 13 (O): -0.02, atom 14 (H): 0.04, atom 15 (H): 0.07, atom 16 (H): 0.06, atom 17 (H): 0.07, atom 18 (H): 0.12, atom 19 (C): -0.04, atom 20 (C): 0.00, atom 21 (C): 0.02, atom 22 (C): -0.09, atom 23 (C): 0.07, atom 24 (C): -0.10, atom 25 (N): -0.40, atom 26 (O): 0.04, atom 27 (O): 0.07, atom 28 (H): 0.02, atom 29 (H): 0.04, atom 30 (H): 0.11, atom 31 (H): 0.12, atom 32 (H): 0.10, atom 33 (C): -0.06, atom 34 (C): -0.06, atom 35 (C): 0.06, atom 36 (C): -0.16, atom 37 (C): 0.02, atom 38 (C): -0.01, atom 39 (N): -0.32, atom 40 (O): 0.00, atom 41 (O): 0.04, atom 42 (H): 0.06, atom 43 (H): 0.09, atom 44 (H): 0.11, atom 45 (H): 0.11, atom 46 (H): 0.12, atom 47 (C): -0.09, atom 48 (C): -0.03, atom 49 (C): 0.03, atom 50 (C): -0.08, atom 51 (C): 0.12, atom 52 (C): -0.04, atom 53 (N): -0.36, atom 54 (O): -0.03, atom 55 (O): 0.08, atom 56 (H): 0.13, atom 57 (H): 0.06, atom 58 (H): 0.14, atom 59 (H): 0.07, atom 60 (H): -0.04, atom 61 (C): -0.25, atom 62 (O): -0.04, atom 63 (N): -0.22, atom 64 (C): -0.07, atom 65 (C): -0.11, atom 66 (H): 0.13, atom 67 (H): 0.12, atom 68 (H): 0.06, atom 69 (H): 0.11, atom 70 (H): 0.06, atom 71 (H): 0.08, atom 72 (H): 0.15, atom 73 (C): -0.31, atom 74 (O): -0.03, atom 75 (N): -0.16, atom 76 (C): -0.04, atom 77 (C): -0.12, atom 78 (H): 0.17, atom 79 (H): -0.04, atom 80 (H): 0.16, atom 81 (H): 0.08, atom 82 (H): 0.17, atom 83 (H): 0.03, atom 84 (H): 0.05

=====

Record 3
The following is a DFT calculation (the ωB97M-V functional and the def2-TZVPD basis) of a structure of composition C30H34O2P3PdS2.

Positions of all 72 atoms, in Å:
1 Pd 0.09834 -0.66822 0.95829
2 C -0.74500 1.50169 -1.65757
3 C -1.16845 2.22693 -0.38987
4 P -0.27465 1.68160 1.13358
5 C 1.28890 2.60451 1.12351
6 C 2.16006 2.41481 0.05410
7 C 3.39038 3.04639 0.02923
8 C 3.77705 3.86370 1.08100
9 C 2.92921 4.03225 2.16562
10 C 1.69384 3.40381 2.19083
11 C -1.29176 2.48260 2.40119
12 C -1.50974 3.86142 2.34053
13 C -2.34223 4.48073 3.25248
14 C -2.97289 3.72820 4.23564
15 C -2.76810 2.36076 4.29520
16 C -1.93238 1.73715 3.37870
17 P -0.77238 -0.32889 -1.42667
18 C -2.55672 -0.62470 -1.11276
19 C -2.91749 -1.64033 -0.23404
20 C -4.25224 -1.91209 0.03332
21 C -5.24596 -1.16511 -0.57673
22 C -4.89916 -0.15327 -1.46440
23 C -3.56860 0.10829 -1.73351
24 C -0.58790 -0.95178 -3.11760
25 C 0.31852 -0.35393 -3.98775
26 C 0.50241 -0.86102 -5.26233
27 C -0.20625 -1.97843 -5.67466
28 C -1.09663 -2.58997 -4.80485
29 C -1.28459 -2.08317 -3.53104
30 H 0.27143 1.78952 -1.93632
31 H -1.38121 1.78077 -2.50070
32 H -2.22513 2.02761 -0.18371
33 H -1.06202 3.30993 -0.49924
34 H 1.92330 1.72156 -0.74033
35 H 4.05692 2.87123 -0.80426
36 H 4.74218 4.35086 1.06556
37 H 3.22765 4.64848 3.00332
38 H 1.05325 3.53482 3.05286
39 H -1.01621 4.45870 1.58349
40 H -2.49917 5.54934 3.19826
41 H -3.62379 4.21156 4.95183
42 H -3.25673 1.76753 5.05505
43 H -1.77738 0.66625 3.42805
44 H -2.14233 -2.22352 0.26240
45 H -4.50440 -2.70324 0.72731
46 H -6.28636 -1.36648 -0.36300
47 H -5.66932 0.42944 -1.95152
48 H -3.32693 0.88835 -2.44407
49 H 0.90050 0.50053 -3.67120
50 H 1.20837 -0.38841 -5.93051
51 H -0.06086 -2.37644 -6.66969
52 H -1.64768 -3.46619 -5.11720
53 H -1.98532 -2.56592 -2.86070
54 C 5.12289 -2.96066 0.81494
55 C 4.65271 -1.60011 1.28562
56 O 3.22427 -1.55928 1.48407
57 P 2.20375 -1.56394 0.22889
58 S -0.57696 -1.59429 2.84774
59 S 2.91150 -0.73821 -1.37846
60 O 1.94809 -3.13955 -0.07492
61 C 1.56285 -4.04687 0.96710
62 C 0.42049 -4.89762 0.46262
63 H 6.20894 -2.96095 0.71696
64 H 4.69544 -3.21083 -0.15614
65 H 4.84271 -3.73173 1.53230
66 H 4.92360 -0.81501 0.57589
67 H 5.07157 -1.35173 2.26127
68 H 1.27488 -3.49037 1.86098
69 H 2.44116 -4.65044 1.21253
70 H -0.46033 -4.27966 0.28645
71 H 0.16169 -5.66504 1.19233
72 H 0.68643 -5.38394 -0.47532

As for the total charge: 0. The value obtained for the gap between HOMO and LUMO (spin up / spin down) is 7.23 / 5.96 eV. The energy relative to the best compared isomer or geometry (same formula, charge and spin) comes out at 0.0 kcal/mol. For the LUMO energy (spin up / spin down), the calculation gives 0.023 / -0.062 hartree. As for the spin multiplicity: 4.

Okay, here come the Löwdin numbers, in e, for every atom: atom 1 (Pd): 0.07, atom 2 (C): -0.39, atom 3 (C): -0.37, atom 4 (P): 0.97, atom 5 (C): -0.34, atom 6 (C): -0.12, atom 7 (C): -0.07, atom 8 (C): -0.08, atom 9 (C): -0.08, atom 10 (C): -0.09, atom 11 (C): -0.37, atom 12 (C): -0.11, atom 13 (C): -0.08, atom 14 (C): -0.08, atom 15 (C): -0.07, atom 16 (C): -0.10, atom 17 (P): 0.98, atom 18 (C): -0.38, atom 19 (C): -0.12, atom 20 (C): -0.07, atom 21 (C): -0.08, atom 22 (C): -0.08, atom 23 (C): -0.09, atom 24 (C): -0.36, atom 25 (C): -0.11, atom 26 (C): -0.08, atom 27 (C): -0.09, atom 28 (C): -0.08, atom 29 (C): -0.08, atom 30 (H): 0.06, atom 31 (H): 0.08, atom 32 (H): 0.08, atom 33 (H): 0.09, atom 34 (H): 0.02, atom 35 (H): 0.11, atom 36 (H): 0.10, atom 37 (H): 0.10, atom 38 (H): 0.10, atom 39 (H): 0.11, atom 40 (H): 0.10, atom 41 (H): 0.10, atom 42 (H): 0.11, atom 43 (H): 0.01, atom 44 (H): 0.06, atom 45 (H): 0.11, atom 46 (H): 0.10, atom 47 (H): 0.10, atom 48 (H): 0.10, atom 49 (H): 0.09, atom 50 (H): 0.10, atom 51 (H): 0.10, atom 52 (H): 0.10, atom 53 (H): 0.10, atom 54 (C): -0.09, atom 55 (C): -0.31, atom 56 (O): -0.37, atom 57 (P): 0.19, atom 58 (S): 0.11, atom 59 (S): 0.28, atom 60 (O): -0.38, atom 61 (C): -0.32, atom 62 (C): -0.07, atom 63 (H): 0.08, atom 64 (H): 0.07, atom 65 (H): 0.07, atom 66 (H): 0.08, atom 67 (H): 0.11, atom 68 (H): 0.04, atom 69 (H): 0.11, atom 70 (H): 0.06, atom 71 (H): 0.08, atom 72 (H): 0.08